The following is a quantum chemistry calculation of a cluster of 10 separate species, C30H75N5O15 in total in a non-equilibrium geometry, from OMol25.

Each line ends with the Mulliken charge.
CARTESIAN COORDINATES (ANGSTROEM)
1 O -20.94560 -15.65989 26.79865  -0.619
2 O -24.12395 -19.58244 26.68796  -0.306
3 O -16.55703 -19.56674 24.32687  -0.755
4 O -20.84560 -15.49341 21.39732  -0.786
5 O -18.76784 -15.45546 23.48515  -0.350
6 O -22.78450 -15.83036 28.80042  -0.633
7 O -24.38198 -20.29919 20.57841  -0.344
8 O -22.76470 -18.86505 18.81763  -0.571
9 O -21.13646 -21.90310 21.78425  -0.645
10 O -21.91419 -19.23036 21.53061  1.144
11 O -21.30374 -16.54931 24.05035  0.554
12 O -19.43470 -19.85811 20.73188  -0.348
13 O -26.90426 -15.94609 19.93174  -0.712
14 O -19.54279 -12.90757 22.72576  -0.677
15 O -25.45164 -14.07629 25.10434  -0.751
16 N -25.64517 -17.47322 20.85964  0.151
17 N -18.36287 -18.71275 23.46766  0.531
18 N -24.21895 -20.47539 25.71919  1.212
19 N -18.55477 -16.62236 18.62603  0.380
20 N -23.44470 -14.95632 25.25443  0.131
21 C -25.77711 -16.37216 20.14355  0.589
22 C -20.16581 -16.43846 20.70024  2.651
23 C -17.40807 -18.69550 24.39437  0.717
24 C -18.48334 -14.34135 24.28678  -0.586
25 C -17.82752 -15.78258 17.55610  -0.964
26 C -17.33348 -17.59311 25.42911  -0.436
27 C -19.59457 -13.32870 24.07196  0.250
28 C -23.93571 -19.49836 18.32030  -0.460
29 C -19.50142 -15.72560 19.48672  -1.418
30 C -21.87470 -20.91360 26.05004  -1.706
31 C -23.22631 -21.62776 25.82645  1.572
32 C -24.58580 -15.04428 23.09964  -0.005
33 C -18.99225 -21.05388 21.40179  -0.286
34 C -25.38838 -21.37088 23.60648  -0.402
35 C -24.20345 -20.67246 19.26298  -0.636
36 C -20.97140 -16.85301 27.59308  0.257
37 C -17.48765 -17.09818 19.62761  -0.869
38 C -24.65547 -22.68911 23.86058  -0.979
39 C -25.54205 -20.55795 24.97630  1.003
40 C -22.29623 -17.00653 28.24497  -0.303
41 C -19.97383 -22.21370 21.09543  -0.430
42 C -26.06827 -19.13319 24.81805  -1.970
43 C -22.42595 -18.47379 22.60797  1.220
44 C -24.52141 -14.66470 24.56169  0.057
45 C -26.59553 -21.28238 25.80437  -1.643
46 C -21.67351 -17.93942 23.88944  -0.031
47 C -24.53144 -15.59246 19.66072  -0.457
48 C -19.27884 -17.73771 17.88399  -0.730
49 C -23.30341 -22.47394 24.50487  -1.263
50 C -23.47733 -22.50110 27.00987  -1.638
51 H -16.93705 -16.68174 24.98004  0.112
52 H -16.67728 -17.87436 26.24875  0.413
53 H -21.42542 -21.45483 26.88423  0.483
54 H -16.75746 -17.66042 19.04604  0.407
55 H -20.29089 -17.40670 17.64954  0.400
56 H -21.89411 -19.91398 26.48026  0.355
57 H -18.34440 -14.61321 25.33952  0.280
58 H -25.33193 -18.42127 24.43824  0.271
59 H -17.86585 -17.59157 20.51862  0.230
60 H -26.19078 -18.67236 25.79942  0.491
61 H -20.95914 -16.02632 25.90912  -0.061
62 H -25.07276 -21.20303 18.86656  0.447
63 H -25.34742 -23.33248 24.40627  0.449
64 H -23.79748 -16.30725 19.27548  -0.010
65 H -24.78246 -18.81393 18.22451  0.188
66 H -22.66022 -23.19340 27.21194  0.418
67 H -24.77178 -20.73273 22.97460  -0.122
68 H -20.77816 -17.32331 20.49167  -0.247
69 H -25.29585 -15.87021 23.04463  0.112
70 H -19.64243 -15.80757 23.71745  0.023
71 H -16.97212 -16.15926 19.82879  0.428
72 H -19.82097 -13.71520 22.27606  0.465
73 H -18.34016 -19.51143 22.85263  -0.061
74 H -23.98154 -15.08302 20.44982  0.059
75 H -27.00186 -19.07793 24.26199  0.452
76 H -26.40297 -21.56925 23.26673  0.614
77 H -20.03490 -16.83638 28.15232  0.328
78 H -21.39794 -20.97348 21.69001  0.100
79 H -17.46274 -13.97041 24.17028  0.386
80 H -20.32151 -15.43288 18.83261  0.411
81 H -19.73495 -12.46182 24.71849  0.438
82 H -18.56339 -15.43208 16.83389  0.387
83 H -22.95657 -17.59080 22.23280  -0.292
84 H -22.64917 -18.98306 19.77456  -0.118
85 H -21.16796 -20.93962 25.22166  0.289
86 H -23.28569 -18.99686 23.05525  -1.405
87 H -21.24111 -15.92494 22.16370  -0.505
88 H -18.79302 -14.96178 19.80234  0.353
89 H -22.31446 -18.11679 24.76073  -0.055
90 H -23.83247 -19.87684 17.30154  0.444
91 H -19.05028 -20.87288 22.47349  0.137
92 H -24.37578 -23.10898 26.91282  0.315
93 H -22.49790 -15.14565 28.18553  0.369
94 H -22.71022 -23.38278 24.60500  0.574
95 H -23.36280 -21.80339 27.84217  0.519
96 H -19.17714 -18.13461 23.59083  -0.880
97 H -22.69726 -21.91176 23.79006  0.166
98 H -20.15131 -22.23658 20.01452  0.242
99 H -24.80246 -18.02941 20.82076  -0.168
100 H -19.67041 -23.24805 21.26354  0.437
101 H -20.79178 -18.51171 24.18108  0.181
102 H -24.71860 -15.01096 18.76001  0.441
103 H -19.49793 -16.97794 21.38122  -0.899
104 H -22.21147 -17.88005 28.89450  0.401
105 H -17.13075 -16.43008 17.02620  0.395
106 H -23.54559 -20.34922 21.06246  -0.121
107 H -27.54946 -21.31273 25.28148  0.445
108 H -23.36394 -21.36905 19.20270  0.285
109 H -24.54422 -23.14047 22.87414  0.563
110 H -18.04276 -21.42580 21.01595  0.363
111 H -18.37115 -17.28955 25.58250  -0.207
112 H -23.37277 -14.50491 26.15254  0.155
113 H -19.45754 -18.56575 18.57211  0.081
114 H -22.74424 -15.64329 24.98694  -0.333
115 H -23.00530 -17.24984 27.44622  0.176
116 H -26.62892 -20.85633 26.80644  0.339
117 H -20.36382 -19.72684 21.01642  -0.105
118 H -26.29752 -22.32802 25.89197  0.421
119 H -18.87848 -18.19643 16.98132  0.328
120 H -24.90047 -14.27500 22.39639  0.632
121 H -23.62157 -15.38131 22.71645  -0.267
122 H -26.42332 -17.96105 21.27247  0.122
123 H -20.52595 -13.87488 24.25232  -0.321
124 H -20.90730 -17.66788 26.86578  -0.229
125 H -17.30207 -14.94452 18.01023  0.378

Forces on atoms 1 to 2 (eV/Å):
-0.1336 -0.1056 0.6098
-0.6086 -4.4853 -5.8320

Summary:
Calculated total energy ... -70480.3414 eV
Spin multiplicity ... 1
Orbital gap ... 3.60 eV
Net charge ... 0
HOMO energy ... -8.018 eV